Here is a gas-phase ion, C32H47N4O4 (charge +1) at a distorted geometry from the Open Molecules 2025 dataset. Energies are from wB97M-V/def2-TZVPD.

Cartesian coordinates (Å):
1 C 3.33 4.09 -5.25
2 O 2.01 4.68 -5.17
3 C 1.04 4.02 -4.49
4 C 1.15 2.76 -3.90
5 C 0.33 2.43 -2.82
6 C 0.64 1.25 -1.94
7 C 1.23 1.71 -0.59
8 C 2.62 2.33 -0.76
9 O 2.93 3.31 -1.44
10 N 3.48 1.62 0.03
11 C 4.90 1.92 0.02
12 C 2.91 0.39 0.58
13 C 3.42 -0.82 -0.23
14 C 3.32 0.24 2.05
15 N 1.48 0.64 0.37
16 C 0.43 -0.08 0.89
17 C 0.59 -1.29 1.51
18 C -0.58 -2.12 2.03
19 C -0.14 -3.33 2.89
20 C -1.04 -3.96 3.76
21 C -0.70 -5.20 4.34
22 C 0.59 -5.71 4.17
23 C 1.56 -4.94 3.53
24 C 1.20 -3.73 2.95
25 C -0.75 3.24 -2.49
26 C -0.95 4.46 -3.15
27 O -1.79 5.45 -2.76
28 C -2.68 5.22 -1.65
29 C -0.12 4.79 -4.24
30 O -0.30 5.97 -4.90
31 C 0.30 7.18 -4.33
32 H 3.94 4.84 -5.76
33 H 3.73 3.89 -4.25
34 H 3.30 3.16 -5.84
35 H 1.97 2.09 -4.19
36 H -0.28 0.69 -1.74
37 H 1.37 0.57 -2.43
38 H 0.57 2.47 -0.14
39 H 5.07 2.86 -0.50
40 H 5.27 2.02 1.05
41 H 5.48 1.13 -0.47
42 H 3.28 -0.65 -1.31
43 H 4.49 -0.96 -0.04
44 H 2.89 -1.74 0.04
45 H 3.16 1.19 2.57
46 H 2.73 -0.54 2.55
47 H 4.38 -0.03 2.11
48 H -0.55 0.39 0.76
49 H 1.58 -1.76 1.47
50 H -1.23 -1.48 2.66
51 H -1.94 -3.43 4.08
52 H -1.44 -5.73 4.95
53 H 0.84 -6.71 4.55
54 H 2.61 -5.26 3.48
55 H 1.99 -3.05 2.63
56 H -1.41 2.95 -1.66
57 H -3.29 6.12 -1.59
58 H -3.32 4.34 -1.84
59 H -2.12 5.08 -0.72
60 H 0.03 7.97 -5.03
61 H -0.15 7.36 -3.34
62 H 1.38 7.05 -4.26
63 C -3.80 -1.08 3.34
64 N -4.27 -1.74 2.14
65 C -5.72 -1.62 2.05
66 C -3.75 -3.11 1.99
67 C -2.69 -3.30 0.91
68 C -2.19 -4.72 0.78
69 C -1.08 -4.61 -0.26
70 C -0.62 -3.16 -0.28
71 N -1.39 -2.46 0.87
72 H -2.70 -1.00 3.32
73 H -4.23 -0.08 3.36
74 H -4.09 -1.62 4.26
75 H -6.10 -2.02 1.10
76 H -6.26 -2.13 2.87
77 H -5.98 -0.56 2.10
78 H -3.42 -3.54 2.95
79 H -4.60 -3.74 1.65
80 H -3.16 -2.98 -0.04
81 H -1.79 -5.06 1.75
82 H -3.01 -5.40 0.48
83 H -0.25 -5.30 -0.07
84 H -1.48 -4.85 -1.25
85 H 0.46 -3.02 -0.17
86 H -0.94 -2.63 -1.19
87 H -1.69 -1.54 0.53

Output
LUMO = -0.08994 hartree
DFT total energy = -1767.2204 Ha
max |F| = 2.79 eV Å⁻¹
total charge = +1
structure (SMILES) = COc1cc(C[C@@H]2C(=O)N(C)C(C)(C)N2/C=C/[C@H](c2ccccc2)[N@H+]2CCC[C@H]2CN(C)C)cc(OC)c1OC
HOMO level = -9.6 eV

Here is a molecular structure, C32H48AsBCaF6N10O2S4 at a distorted geometry from the Open Molecules 2025 dataset. Energies are from wB97M-V/def2-TZVPD.

Cartesian coordinates (Å):
1 Ca 12.01 10.81 11.12
2 C 12.06 16.19 14.54
3 C 13.11 15.25 13.96
4 C 12.92 14.95 12.48
5 C 14.55 15.82 14.18
6 N 13.05 13.98 14.78
7 C 13.85 13.67 15.90
8 C 13.38 12.49 16.44
9 N 12.36 11.99 15.63
10 B 12.01 10.49 15.85
11 N 10.56 9.95 15.32
12 C 9.43 10.36 16.01
13 C 8.33 9.82 15.46
14 N 8.75 8.92 14.49
15 C 10.13 9.08 14.30
16 S 11.04 8.43 13.10
17 C 7.84 7.83 13.91
18 C 6.40 7.89 14.55
19 C 7.68 8.06 12.41
20 C 8.51 6.48 14.20
21 N 13.19 9.56 15.39
22 C 13.22 8.23 15.68
23 C 14.28 7.59 15.09
24 N 15.03 8.57 14.50
25 C 14.26 9.76 14.43
26 S 14.61 10.86 13.31
27 C 16.33 8.30 13.79
28 C 17.33 9.32 14.39
29 C 16.31 8.56 12.26
30 C 16.81 6.89 14.13
31 C 12.06 12.97 14.64
32 S 10.86 12.93 13.45
33 H 12.08 17.19 14.08
34 H 12.22 16.34 15.61
35 H 11.04 15.77 14.38
36 H 13.35 15.71 11.82
37 H 11.87 14.88 12.23
38 H 13.42 14.02 12.18
39 H 14.65 16.72 13.55
40 H 15.31 15.10 13.89
41 H 14.71 16.11 15.25
42 H 14.57 14.39 16.31
43 H 13.63 12.03 17.40
44 H 12.04 10.36 17.10
45 H 9.56 10.99 16.86
46 H 7.28 10.09 15.56
47 H 5.93 8.88 14.53
48 H 6.34 7.57 15.60
49 H 5.72 7.24 13.97
50 H 7.30 9.06 12.19
51 H 7.08 7.18 12.00
52 H 8.71 7.96 12.00
53 H 8.69 6.47 15.26
54 H 9.45 6.36 13.62
55 H 7.80 5.66 13.95
56 H 12.48 7.80 16.41
57 H 14.62 6.54 15.09
58 H 17.29 10.26 13.84
59 H 18.38 8.98 14.28
60 H 17.11 9.59 15.41
61 H 16.26 9.60 11.94
62 H 15.49 8.04 11.78
63 H 17.24 8.10 11.88
64 H 16.59 6.74 15.22
65 H 17.90 6.73 13.89
66 H 16.18 6.16 13.55
67 F 13.25 12.37 10.10
68 As 14.41 11.33 9.08
69 F 13.87 9.93 10.21
70 F 15.53 11.73 10.36
71 F 15.56 10.32 8.23
72 F 14.51 12.65 7.94
73 F 12.85 10.82 8.18
74 C 8.16 14.78 8.24
75 N 9.27 14.06 7.63
76 C 9.79 14.28 6.33
77 C 10.94 13.59 6.20
78 N 11.17 12.98 7.43
79 C 10.17 13.22 8.29
80 S 9.98 12.52 9.77
81 H 7.36 14.92 7.47
82 H 8.60 15.74 8.60
83 H 7.81 14.15 9.03
84 H 9.27 14.98 5.67
85 H 11.69 13.67 5.42
86 H 11.89 12.28 7.57
87 O 7.24 10.91 9.06
88 C 7.32 10.14 7.87
89 N 6.85 8.77 8.19
90 C 7.46 7.75 8.97
91 O 6.72 6.82 9.28
92 C 8.95 7.73 9.23
93 C 9.59 6.49 9.20
94 C 10.96 6.50 9.30
95 C 11.68 7.70 9.48
96 N 11.04 8.87 9.62
97 C 9.72 8.89 9.39
98 H 7.97 11.59 9.07
99 H 8.31 10.10 7.40
100 H 6.58 10.50 7.11
101 H 5.83 8.77 8.28
102 H 9.00 5.61 9.16
103 H 11.56 5.57 9.21
104 H 12.79 7.71 9.58
105 H 9.20 9.84 9.41

Output
LUMO (alpha / beta) = -0.10878 / -0.19979 hartree
DFT total energy = -7076.5412 Ha
<S²> = 0.77
max |F| = 3.83 eV Å⁻¹
total charge = +1
HOMO level (alpha / beta) = -9.7 / -9.7 eV
spin multiplicity = 2

Here is a molecular structure, C32H48BF3N3O7P2RuS from the Open Molecules 2025 dataset. Energies are from wB97M-V/def2-TZVPD.

Cartesian coordinates (Å):
1 Ru -0.15 0.42 -0.38
2 C 1.66 -1.03 -3.32
3 C 0.69 -2.16 -2.95
4 C -0.60 -2.07 -3.75
5 C 1.39 -3.48 -3.30
6 P 0.35 -2.01 -1.12
7 C 1.95 -2.50 -0.33
8 N 2.47 -1.30 0.24
9 B 1.78 -0.06 0.35
10 N 2.64 0.81 1.07
11 C 2.34 2.17 1.39
12 P 1.00 2.63 0.21
13 C -0.04 3.87 1.12
14 C -1.06 4.51 0.17
15 C 0.80 4.96 1.81
16 C -0.80 3.10 2.21
17 C 1.93 3.34 -1.25
18 C 3.02 2.33 -1.64
19 C 2.61 4.67 -0.89
20 C 1.02 3.56 -2.45
21 C 3.83 0.14 1.34
22 C 4.98 0.57 1.98
23 C 6.02 -0.34 2.10
24 C 5.92 -1.63 1.60
25 C 4.76 -2.07 0.96
26 C 3.73 -1.16 0.83
27 C -0.95 -3.20 -0.52
28 C -0.89 -4.55 -1.25
29 C -0.71 -3.48 0.97
30 C -2.33 -2.57 -0.73
31 H 1.98 -1.19 -4.36
32 H 2.56 -1.05 -2.71
33 H 1.20 -0.05 -3.26
34 H -0.34 -1.90 -4.79
35 H -1.26 -1.27 -3.43
36 H -1.16 -3.01 -3.70
37 H 1.41 -3.55 -4.39
38 H 0.88 -4.37 -2.93
39 H 2.43 -3.51 -2.97
40 H 2.63 -2.92 -1.08
41 H 1.76 -3.27 0.42
42 H 3.21 2.82 1.26
43 H 1.98 2.29 2.42
44 H -0.59 5.24 -0.49
45 H -1.80 5.04 0.76
46 H -1.57 3.77 -0.45
47 H 1.31 5.62 1.11
48 H 1.54 4.54 2.49
49 H 0.12 5.57 2.40
50 H -1.50 2.40 1.77
51 H -1.37 3.82 2.80
52 H -0.14 2.57 2.89
53 H 3.80 2.24 -0.88
54 H 3.48 2.68 -2.56
55 H 2.62 1.33 -1.84
56 H 3.19 4.64 0.03
57 H 1.89 5.48 -0.83
58 H 3.30 4.91 -1.70
59 H 0.63 2.62 -2.83
60 H 1.61 4.02 -3.23
61 H 0.18 4.22 -2.24
62 H 5.06 1.57 2.39
63 H 6.93 -0.04 2.59
64 H 6.75 -2.32 1.71
65 H 4.68 -3.08 0.58
66 H 0.09 -5.03 -1.16
67 H -1.15 -4.48 -2.30
68 H -1.62 -5.21 -0.77
69 H 0.05 -4.24 1.12
70 H -1.64 -3.88 1.39
71 H -0.44 -2.60 1.54
72 H -2.54 -2.33 -1.77
73 H -2.46 -1.66 -0.14
74 H -3.08 -3.29 -0.39
75 O -0.58 -0.36 1.88
76 C -1.61 -0.32 2.56
77 C -2.87 0.23 2.14
78 C -3.93 0.26 3.07
79 C -5.11 0.85 2.69
80 C -5.29 1.44 1.44
81 C -4.26 1.41 0.52
82 C -3.05 0.80 0.85
83 O -2.10 0.74 -0.04
84 N -6.22 0.88 3.65
85 O -7.21 1.49 3.33
86 O -6.02 0.38 4.74
87 H -1.57 -0.72 3.58
88 H -3.82 -0.16 4.05
89 H -6.24 1.89 1.20
90 H -4.38 1.84 -0.47
91 F -2.86 2.42 -5.13
92 C -1.82 1.77 -4.62
93 F -1.61 0.67 -5.35
94 F -0.74 2.54 -4.71
95 S -2.19 1.34 -2.86
96 O -3.15 0.28 -2.94
97 O -2.55 2.59 -2.27
98 O -0.83 0.85 -2.40

Output
LUMO (alpha / beta) = -0.11806 / -0.18839 hartree
DFT total energy = -3439.1293 Ha
<S²> = 6.03
max |F| = 0.89 eV Å⁻¹
total charge = +1
HOMO level (alpha / beta) = -11.1 / -11.2 eV
spin multiplicity = 5

Here is a molecular structure, C32H48BNO6PRuS2Te from the Open Molecules 2025 dataset. Energies are from wB97M-V/def2-TZVPD.

Cartesian coordinates (Å):
1 Ru 0.11 0.70 0.53
2 C 2.49 1.02 4.88
3 C 2.10 0.91 3.42
4 S 0.45 0.84 3.11
5 C 3.12 0.86 2.44
6 C 4.57 0.94 2.86
7 S 2.85 0.73 0.78
8 H 1.60 1.05 5.50
9 H 3.07 1.94 5.07
10 H 3.11 0.18 5.20
11 H 4.72 0.93 3.94
12 H 5.01 1.86 2.46
13 H 5.13 0.11 2.43
14 O -1.52 2.88 -0.92
15 C -0.58 3.45 -0.27
16 O 0.24 2.71 0.47
17 C -0.38 4.86 -0.27
18 C -1.27 5.71 -1.01
19 C -1.11 7.08 -1.06
20 C -0.03 7.63 -0.37
21 O 0.30 8.98 -0.16
22 C 1.57 8.93 0.43
23 O 1.76 7.65 1.01
24 C 0.82 6.83 0.38
25 C 0.71 5.47 0.47
26 H -2.08 5.23 -1.54
27 H -1.79 7.70 -1.63
28 H 1.64 9.69 1.22
29 H 2.35 9.09 -0.33
30 H 1.39 4.86 1.04
31 C 2.73 -3.26 0.58
32 C 1.41 -3.50 1.34
33 C 1.53 -2.68 2.64
34 C 1.30 -4.98 1.68
35 P 0.01 -2.75 0.30
36 N 0.00 -1.22 0.41
37 C -1.64 -3.44 0.95
38 C -1.97 -4.89 0.60
39 C -1.64 -3.27 2.47
40 C -2.76 -2.52 0.43
41 C 0.24 -3.33 -1.49
42 C 0.62 -4.80 -1.71
43 C 1.32 -2.43 -2.13
44 C -1.06 -3.06 -2.26
45 H 3.56 -3.48 1.26
46 H 2.82 -2.22 0.26
47 H 2.83 -3.92 -0.29
48 H 2.52 -2.86 3.07
49 H 0.79 -2.96 3.38
50 H 1.43 -1.62 2.44
51 H 2.22 -5.29 2.19
52 H 1.17 -5.62 0.81
53 H 0.47 -5.18 2.37
54 H -1.20 -5.59 0.92
55 H -2.14 -5.03 -0.46
56 H -2.90 -5.17 1.12
57 H -1.00 -4.00 2.97
58 H -2.66 -3.41 2.84
59 H -1.31 -2.26 2.76
60 H -3.01 -2.69 -0.62
61 H -2.49 -1.47 0.55
62 H -3.66 -2.72 1.02
63 H 1.61 -5.04 -1.32
64 H 0.63 -5.00 -2.78
65 H -0.10 -5.49 -1.26
66 H 2.33 -2.80 -1.96
67 H 1.26 -1.41 -1.74
68 H 1.16 -2.39 -3.21
69 H -1.85 -3.77 -2.00
70 H -0.86 -3.18 -3.33
71 H -1.41 -2.04 -2.10
72 O 0.72 1.71 -2.35
73 B -0.12 0.93 -1.51
74 O -1.04 0.24 -2.37
75 C -0.79 0.66 -3.63
76 C -1.43 0.32 -4.80
77 C -0.97 0.91 -5.98
78 C 0.09 1.80 -5.97
79 C 0.73 2.15 -4.77
80 C 0.27 1.56 -3.62
81 H -2.26 -0.38 -4.79
82 H -1.45 0.66 -6.92
83 H 0.42 2.25 -6.90
84 H 1.55 2.85 -4.75
85 C -4.21 0.35 2.32
86 Te -2.84 1.57 1.14
87 C -3.88 1.06 -0.65
88 H -5.21 0.79 2.28
89 H -3.87 0.34 3.35
90 H -4.25 -0.68 1.95
91 H -4.28 0.05 -0.54
92 H -3.15 1.10 -1.45
93 H -4.68 1.77 -0.84

Output
LUMO (alpha / beta) = 0.14497 / 0.14416 hartree
DFT total energy = -3279.8730 Ha
<S²> = 8.80
max |F| = 0.53 eV Å⁻¹
total charge = -2
HOMO level (alpha / beta) = 1.7 / -1.8 eV
spin multiplicity = 6

Here is 4 unconnected molecules or ions with the total composition C32H48BrO9P at a distorted geometry from the Open Molecules 2025 dataset. Energies are from wB97M-V/def2-TZVPD.

Cartesian coordinates (Å):
1 C 2.50 1.30 2.22
2 C 2.52 1.71 0.76
3 C 2.01 0.72 -0.28
4 C 3.01 2.93 0.36
5 C 2.21 3.96 -0.40
6 C 0.95 4.42 0.37
7 C -0.35 3.79 -0.18
8 C -1.17 4.80 -1.00
9 C -1.21 3.34 1.02
10 C -2.48 2.57 0.65
11 C -2.35 1.06 0.59
12 C -1.19 0.41 1.03
13 C -1.10 -0.97 1.00
14 C -2.14 -1.75 0.54
15 P -1.97 -3.59 0.55
16 O -0.44 -3.84 1.08
17 Br -3.15 -4.11 2.39
18 C -3.30 -1.13 0.07
19 C -3.40 0.27 0.11
20 C -4.69 0.87 -0.36
21 O -5.15 1.91 0.07
22 C -5.44 0.11 -1.40
23 C -5.33 -1.21 -1.43
24 C -4.44 -1.92 -0.48
25 O -4.66 -3.07 -0.17
26 H 1.98 2.06 2.79
27 H 1.94 0.37 2.30
28 H 3.50 1.13 2.65
29 H 2.84 0.43 -0.92
30 H 1.20 1.17 -0.86
31 H 1.57 -0.14 0.23
32 H 4.05 3.17 0.58
33 H 2.85 4.84 -0.52
34 H 1.94 3.65 -1.42
35 H 0.83 5.50 0.32
36 H 1.07 4.14 1.42
37 H -0.11 2.89 -0.75
38 H -0.55 5.49 -1.58
39 H -1.77 5.40 -0.31
40 H -1.85 4.27 -1.66
41 H -0.60 2.82 1.76
42 H -1.54 4.26 1.52
43 H -3.24 2.79 1.40
44 H -2.90 2.91 -0.30
45 H -0.35 0.96 1.41
46 H -0.19 -1.44 1.35
47 H -0.32 -3.44 1.96
48 H -6.10 0.65 -2.07
49 H -5.88 -1.82 -2.14
50 O -4.14 -4.71 5.59
51 C -5.17 -5.32 5.52
52 O -5.72 -5.79 6.66
53 C -7.03 -6.35 6.72
54 C -7.03 -7.83 6.38
55 C -5.82 -5.64 4.20
56 H -7.72 -5.79 6.09
57 H -7.35 -6.21 7.75
58 H -6.70 -8.00 5.36
59 H -8.03 -8.25 6.49
60 H -6.35 -8.37 7.04
61 H -5.37 -6.55 3.80
62 H -5.61 -4.82 3.52
63 H -6.90 -5.76 4.25
64 O 4.70 -0.44 -1.02
65 C 5.27 -1.42 -1.40
66 O 4.80 -2.08 -2.48
67 C 5.51 -3.14 -3.12
68 C 5.22 -4.48 -2.47
69 C 6.45 -1.99 -0.64
70 H 6.57 -2.93 -3.16
71 H 5.14 -3.14 -4.14
72 H 5.56 -4.51 -1.43
73 H 5.72 -5.28 -3.01
74 H 4.15 -4.68 -2.46
75 H 6.07 -2.63 0.16
76 H 6.99 -1.16 -0.19
77 H 7.15 -2.55 -1.25
78 O 1.09 4.34 -3.93
79 C 2.15 4.49 -4.46
80 O 3.16 3.67 -4.12
81 C 4.41 3.61 -4.81
82 C 5.39 4.65 -4.30
83 C 2.42 5.63 -5.42
84 H 4.27 3.69 -5.89
85 H 4.80 2.62 -4.61
86 H 5.03 5.67 -4.47
87 H 6.36 4.54 -4.79
88 H 5.53 4.53 -3.22
89 H 2.69 6.51 -4.85
90 H 1.50 5.82 -5.97
91 H 3.19 5.42 -6.16

Output
LUMO = -0.03195 hartree
DFT total energy = -4840.6149 Ha
max |F| = 1.88 eV Å⁻¹
structure (SMILES) = CC(C)=CCC[C@H](C)CCc1ccc(P(O)Br)c2c1C(=O)C=CC2=O.CCOC(C)=O.CCOC(C)=O.CCOC(C)=O
HOMO level = -6.9 eV